The following is a DFT calculation (the ωB97M-V functional and the def2-TZVPD basis) of a 9-piece molecular cluster, H18O9 overall.

## Properties
Orbital gap: 10.082 eV
LUMO level: -0.263 eV
Structure (SMILES): O.O.O.O.O.O.O.O.O

```
! RIJCOSX wB97M-V def2-TZVPD def2/J DEFGRID3
* xyz 0 1
O 1.3945 0.5328 2.9091
H 1.9283 1.0516 3.5179
H 0.5765 1.0469 2.7745
O -0.5950 0.1045 -0.5267
H -0.1580 -0.4179 0.1749
H -0.6210 1.0120 -0.1978
O -0.6745 2.4339 2.9165
H -1.0300 2.5386 2.0171
H -1.3846 2.6880 3.5152
O -0.0171 -4.1613 0.0420
H -0.0329 -3.1955 0.0343
H 0.5480 -4.3951 -0.7037
O 0.5223 -1.6042 1.4909
H 1.0933 -1.0033 2.0270
H -0.1119 -1.9618 2.1227
O -1.0198 2.2915 -3.4223
H -0.3582 2.3707 -2.7265
H -0.5855 2.6209 -4.2164
O -0.8685 -1.9577 -2.3694
H -1.4110 -2.6347 -1.9471
H -0.9753 -1.1522 -1.8111
O -0.5891 2.9427 0.0717
H -1.1129 3.6640 -0.2990
H 0.3019 3.3027 0.1753
O 1.9249 -2.2411 -2.1306
H 2.2879 -1.8654 -1.3223
H 0.9676 -2.0105 -2.1162
*
```



The following is a DFT calculation (the ωB97M-V functional and the def2-TZVPD basis) of C19H18N6S2 as an isolated structure at a distorted geometry.

## Properties
Orbital gap: 7.455 eV
LUMO level: 0.016 eV

```
! RIJCOSX wB97M-V def2-TZVPD def2/J DEFGRID3
* xyz 0 1
C -7.4393 -1.9907 -0.7835
C -6.2151 -1.0137 -0.7524
C -5.1440 -1.1480 0.0853
C -4.1958 -0.3822 0.1926
C -4.2213 0.6331 -0.7011
C -5.3641 0.9685 -1.3646
C -6.4427 0.0301 -1.3443
H -7.1907 0.3843 -2.3108
H -5.3676 1.9806 -2.1111
N -3.1794 1.7028 -0.5029
C -2.1646 1.9308 0.2874
N -1.8628 0.9501 1.0398
C -0.5417 0.9777 1.6152
C 0.0495 2.3884 1.3285
S -0.9521 3.0495 -0.0434
H 0.8947 2.6859 1.7217
C 0.0344 0.0757 2.7953
H -0.8309 -0.2941 3.3965
H 0.8220 0.8458 3.3229
S 0.8662 -1.1021 2.0605
C 2.2689 -0.2948 1.3562
N 2.5521 1.0096 1.9729
N 3.8093 1.3162 1.2527
C 4.1083 0.2262 0.6380
N 3.2300 -0.6509 0.3438
C 3.2089 -2.0661 -0.0863
H 2.0789 -2.5224 -0.1853
H 3.6251 -1.8678 -1.0930
H 3.5269 -2.9121 0.6207
C 5.4146 0.1068 -0.2650
C 5.8808 1.4576 -0.9047
C 6.9973 1.2930 -1.7350
N 7.7357 0.2504 -1.8479
C 7.2312 -1.0497 -1.3822
C 6.0734 -1.0840 -0.5844
H 5.8549 -1.7665 -0.1365
H 7.8705 -1.7954 -1.7543
H 7.4391 2.2449 -1.7655
H 5.3239 2.3091 -0.6402
H -3.4322 2.6724 -1.0135
H -3.3506 -0.6169 1.0506
H -5.4349 -2.0637 0.9526
H -7.3170 -2.8252 -1.5379
H -7.7512 -2.5942 0.1202
H -8.4987 -1.4489 -1.3077
*
```



The following is a DFT calculation (the ωB97M-V functional and the def2-TZVPD basis) of C45H49Cl6N8O2V as an isolated structure at a distorted geometry.

## Properties
Orbital gap (alpha / beta): 8.254 / 8.513 eV
LUMO level (alpha / beta): -3.272 / -3.015 eV
Expectation value of S²: 0.770

```
! RIJCOSX wB97M-V def2-TZVPD def2/J DEFGRID3
* xyz 1 2
O 7.9925 -8.5755 22.0786
V 9.3859 -9.2965 22.1342
C 9.5082 -11.5302 25.7468
C 9.1555 -10.1006 25.3675
C 9.8491 -9.1040 26.2840
O 9.4863 -9.8589 24.0299
H 8.8713 -12.2748 25.2693
H 9.3516 -11.6489 26.8320
H 10.5721 -11.7655 25.6426
H 8.0675 -9.9966 25.5553
H 9.6329 -8.0784 25.9675
H 10.9353 -9.1891 26.1761
H 9.4825 -9.2043 27.3047
N 10.4398 -7.3763 22.5437
C 11.3672 -6.8927 21.7073
C 11.9968 -5.6883 21.8934
C 11.6707 -4.9370 23.0145
C 10.7372 -5.4205 23.9064
C 10.1571 -6.6380 23.6051
H 11.6123 -7.4855 20.8305
H 12.7332 -5.3338 21.1885
H 12.1771 -3.9863 23.1412
H 10.4830 -4.9006 24.8170
H 9.4425 -7.0222 24.3260
N 9.2016 -11.4040 30.3185
C 8.2976 -10.7592 29.6015
C 7.3174 -11.3957 28.8669
C 7.2470 -12.7829 28.8959
C 8.1458 -13.4537 29.7015
C 9.1257 -12.7196 30.3618
H 8.3858 -9.6854 29.5141
H 6.7666 -10.7923 28.1630
H 6.5107 -13.3086 28.2979
H 8.1078 -14.5313 29.8018
H 9.9487 -13.2671 30.8125
N 11.4469 -10.2323 21.7827
C 11.7048 -11.0265 20.7389
C 12.9346 -11.6139 20.5022
C 13.8858 -11.5311 21.5038
C 13.5920 -10.8079 22.6634
C 12.3839 -10.1388 22.7280
H 10.9373 -11.1288 19.9775
H 13.0409 -12.2389 19.6261
H 14.8867 -11.9416 21.4264
H 14.3540 -10.7193 23.4234
H 12.1848 -9.4791 23.5653
N 13.7944 -12.5578 27.3750
C 14.1610 -13.1436 28.5079
C 13.5061 -12.9655 29.7143
C 12.3320 -12.2488 29.7401
C 11.9256 -11.6643 28.5470
C 12.7159 -11.7964 27.4137
H 15.1038 -13.6772 28.4649
H 13.9320 -13.3678 30.6251
H 11.6512 -12.1484 30.5767
H 11.0407 -11.0400 28.4770
H 12.3822 -11.3844 26.4645
N 15.7776 -9.4628 25.0491
C 14.9317 -9.5415 26.0671
C 13.8858 -8.6498 26.2504
C 13.7500 -7.5877 25.3778
C 14.6118 -7.5261 24.2891
C 15.6126 -8.4758 24.1756
H 15.0515 -10.3358 26.7942
H 13.1934 -8.7789 27.0739
H 12.9415 -6.8803 25.5059
H 14.4919 -6.6973 23.5998
H 16.3020 -8.4392 23.3371
N 10.9200 -3.3726 28.8790
C 12.0764 -3.6985 28.3093
C 12.2304 -4.8081 27.5063
C 11.1185 -5.5838 27.2280
C 9.9023 -5.2252 27.7636
C 9.8785 -4.1491 28.6325
H 12.9001 -3.0073 28.4547
H 13.1613 -5.0369 27.0009
H 11.2356 -6.4436 26.5785
H 9.0185 -5.8008 27.5187
H 8.9645 -3.9272 29.1739
N 8.6455 -11.3018 21.5215
C 8.8970 -12.3356 22.3239
C 8.4270 -13.6052 22.0951
C 7.6018 -13.8329 21.0165
C 7.3109 -12.7387 20.1868
C 7.8459 -11.5085 20.4901
H 9.5047 -12.0737 23.1829
H 8.6989 -14.3996 22.7801
H 7.1977 -14.7933 20.7241
H 6.6074 -12.9038 19.3837
H 7.5720 -10.6773 19.8486
N 11.0373 -16.3182 22.0276
C 10.4652 -16.6206 23.1792
C 10.5656 -15.8265 24.3135
C 11.2471 -14.6341 24.2176
C 11.8098 -14.2902 23.0085
C 11.6085 -15.1363 21.9229
H 9.9384 -17.5683 23.2040
H 9.9860 -16.0978 25.1865
H 11.2861 -13.9779 25.0807
H 12.3970 -13.3940 22.8538
H 11.9994 -14.8471 20.9511
C 6.0993 -7.0048 29.2314
Cl 6.3721 -5.2646 29.3237
Cl 7.2495 -7.7785 28.1421
Cl 4.4352 -7.3619 28.8109
H 6.2890 -7.4074 30.2157
C 5.0846 -11.6481 24.3093
Cl 4.7028 -10.8503 25.8235
Cl 5.3660 -10.4590 23.0487
Cl 3.7554 -12.7303 23.8635
H 5.9685 -12.2611 24.4046
*
```



The following is a DFT calculation (the ωB97M-V functional and the def2-TZVPD basis) of C26H51Cl3MnN2O3PSi as an isolated structure at a distorted geometry.

## Properties
Orbital gap (alpha / beta): 3.817 / 3.658 eV
LUMO level (alpha / beta): -11.860 / -12.010 eV
Expectation value of S²: 1.135

```
! RIJCOSX wB97M-V def2-TZVPD def2/J DEFGRID3
* xyz 3 2
C 3.3889 4.2989 -2.5272
C 1.9494 4.2544 -2.0482
H 3.5392 5.1214 -3.2395
H 3.6629 3.3449 -3.0018
H 4.0561 4.4496 -1.6612
C 1.1171 5.3928 -2.1422
C 1.4602 6.6428 -2.8388
H 0.2123 5.4099 -1.5423
H 1.7036 6.5062 -3.9045
H 2.2960 7.2006 -2.3775
H 0.5754 7.2922 -2.7885
Mn -0.1421 -1.7038 -0.8202
Cl 0.9998 -1.3597 1.3712
Cl 0.3347 -3.4984 -2.2136
H -1.0981 -6.8083 0.4134
H 1.9842 -6.2779 2.1934
C -0.1704 -6.5575 -0.1114
C 1.9611 -6.0682 1.1128
N 0.6356 -5.6479 0.6906
H -0.3843 -6.0950 -1.0763
C 0.1470 -4.4646 1.0683
O -0.9468 -3.9846 0.7167
H 2.6926 -5.2803 0.8939
H 0.8432 -3.9048 1.7191
H 0.4046 -7.4718 -0.2509
H 2.2401 -6.9765 0.5778
H -0.0766 0.7897 -3.9208
H -1.5934 3.3366 -3.3078
C -1.1473 0.5552 -3.9444
C -2.3934 2.5863 -3.2338
N -1.8375 1.2768 -2.8776
H -1.2987 -0.5177 -3.8135
C -2.0627 0.7236 -1.6858
O -1.7501 -0.4716 -1.3862
H -3.1111 2.9040 -2.4702
H -2.5788 1.3702 -0.9644
H -1.5677 0.9109 -4.8864
H -2.8853 2.5204 -4.2094
O 1.3643 2.8493 -2.2387
C 1.6360 3.2318 -0.9241
C -0.8312 3.5135 -0.3182
C 0.5395 3.5126 0.0341
H -1.1237 3.2169 -1.3228
C -1.7920 3.8895 0.6238
H 2.5259 2.7195 -0.5179
C 0.9027 3.9523 1.3164
H -2.8498 3.8968 0.3365
C -1.4152 4.2715 1.9142
C -0.0539 4.3222 2.2598
H 1.9738 3.9928 1.5508
H -2.1758 4.5621 2.6415
H 0.2502 4.6485 3.2537
Si 2.8455 -0.6318 -2.8014
Cl 1.0522 0.0882 -1.5446
C 2.1206 -1.4640 -4.3261
C 3.5062 -2.0370 -1.7406
C 3.9776 0.7698 -3.1822
H 1.0224 -1.4622 -4.3339
H 2.4254 -2.5203 -4.3492
H 2.4979 -0.9806 -5.2414
H 3.4196 1.5337 -3.7379
H 4.8025 0.4202 -3.8171
H 4.4057 1.1813 -2.2550
H 3.0678 -2.0570 -0.7349
H 4.5964 -1.9821 -1.6347
H 3.2630 -3.0136 -2.1828
C -3.9666 -0.7654 0.9330
C -3.1941 0.1709 1.8333
P -1.4397 -0.3973 2.1474
C -0.8686 0.9135 3.3241
C -1.1636 0.7758 4.8190
C -1.6817 -1.9086 3.1890
C -2.8915 -1.9756 4.1143
H -3.4246 -0.9560 0.0063
H -4.9130 -0.2945 0.6636
H -4.1944 -1.7162 1.4168
H -3.0968 1.1686 1.3832
H -3.6738 0.3013 2.8099
H 0.2192 0.9567 3.1614
H -1.2801 1.8711 2.9683
H -0.7932 -0.1709 5.2299
H -0.6649 1.5874 5.3717
H -2.2365 0.8716 5.0355
H -1.7031 -2.7389 2.4626
H -0.7466 -2.0259 3.7584
H -3.8396 -1.8248 3.5839
H -2.9313 -2.9768 4.5620
H -2.8190 -1.2619 4.9424
*
```



The following is a DFT calculation (the ωB97M-V functional and the def2-TZVPD basis) of C21H34CdN6P2S as an isolated structure.

## Properties
Orbital gap: 8.245 eV
LUMO level: -5.914 eV

```
! RIJCOSX wB97M-V def2-TZVPD def2/J DEFGRID3
* xyz 2 1
Cd 0.2150 1.4783 -0.8224
C 4.7317 2.7650 -3.8712
C 3.4429 3.4434 -3.5962
N 3.0600 4.5839 -4.0538
N 1.8143 4.7792 -3.5169
C 1.3974 3.7976 -2.7326
S -0.0882 3.7103 -1.9141
N 2.4431 2.9178 -2.7728
N 2.4740 1.7076 -2.0787
H 5.2915 3.3619 -4.5859
H 4.5753 1.7717 -4.2946
H 5.3279 2.6693 -2.9615
H 1.3020 5.6192 -3.7424
H 2.5667 0.9474 -2.7498
H 3.2868 1.6937 -1.4661
C -0.4907 1.6939 3.1035
P 0.2017 0.8391 1.6688
C -0.7060 -0.7674 1.6328
N -0.9019 -1.3089 2.8123
C -1.5052 -2.5155 2.8833
C -1.7341 -3.1177 4.1434
C -2.3298 -4.3409 4.1947
C -2.7230 -5.0159 3.0061
C -2.5153 -4.4585 1.7812
C -1.9004 -3.1866 1.6985
N -1.7053 -2.6087 0.4931
C -1.1376 -1.4258 0.4425
P -1.0267 -0.7090 -1.2526
C -0.5447 -2.1193 -2.2778
C -2.7417 -0.1989 -1.7319
C -3.2182 0.8218 -0.6947
C -3.7027 -1.3861 -1.7943
C -2.6318 0.4677 -3.1107
C 1.9619 0.4092 2.0862
C 2.7757 1.7042 1.9538
C 2.4477 -0.6337 1.0759
C 2.1006 -0.1400 3.5072
H -0.5107 0.9923 3.9352
H -1.5045 2.0239 2.8814
H 0.1146 2.5654 3.3485
H -1.4286 -2.5906 5.0377
H -2.5088 -4.8124 5.1522
H -3.1968 -5.9856 3.0830
H -2.8116 -4.9548 0.8663
H -1.2040 -2.9528 -2.0421
H 0.4833 -2.4025 -2.0544
H -0.6207 -1.8605 -3.3328
H -3.2660 0.3981 0.3110
H -4.2226 1.1584 -0.9571
H -2.5869 1.7169 -0.6722
H -3.7710 -1.9176 -0.8458
H -3.4156 -2.0987 -2.5691
H -4.6980 -1.0116 -2.0454
H -1.9289 1.3052 -3.1118
H -3.6095 0.8623 -3.3949
H -2.3309 -0.2407 -3.8842
H 2.6810 2.1520 0.9610
H 3.8322 1.4917 2.1337
H 2.4685 2.4571 2.6808
H 2.2958 -0.3175 0.0370
H 1.9461 -1.5936 1.2071
H 3.5191 -0.7980 1.2115
H 1.8838 0.6236 4.2551
H 3.1322 -0.4664 3.6614
H 1.4457 -0.9927 3.6848
*
```



The following is a DFT calculation (the ωB97M-V functional and the def2-TZVPD basis) of one molecule with the formula C3H2ClFS at a distorted geometry.

## Properties
Orbital gap: 7.772 eV
LUMO level: -1.368 eV
Structure (SMILES): F/C(Cl)=C/C=S

```
! RIJCOSX wB97M-V def2-TZVPD def2/J DEFGRID3
* xyz 0 1
F 2.0342 1.4814 -0.1485
C 1.3116 0.4341 -0.1971
Cl 2.2093 -1.1036 -0.1468
C -0.0944 0.3790 0.1340
C -1.2184 -0.6604 0.0065
S -2.8098 -0.1015 -0.2058
H -0.5779 1.3225 0.2716
H -0.8545 -1.7514 0.2861
*
```